1.
Density functional theory data (ωB97M-V/def2-TZVPD) for a molecular structure, C33H37BBaN5O2P2S2.

Cartesian coordinates (Å):
1 Ba -0.458100 0.402800 0.311500
2 S 0.284900 -0.027600 3.193900
3 S 2.624200 -0.106500 -0.171100
4 P -1.538000 3.453400 0.428500
5 P -3.559400 1.263900 -0.232700
6 O -2.560700 0.185600 -0.093300
7 O -0.336200 2.594000 0.405800
8 N 2.884400 -0.830400 2.848600
9 N 3.525300 -2.444200 -1.126900
10 N -0.266700 -2.664900 0.080700
11 N 2.618500 1.293400 3.303900
12 N 3.162500 -2.540700 1.032600
13 C 1.987600 2.555400 3.563400
14 C -0.653200 7.430300 0.290600
15 C 3.076200 -1.752900 -0.046700
16 C -6.307000 2.641900 2.422100
17 C -6.001600 1.920200 3.566800
18 C -0.659700 7.698100 -1.068900
19 C -2.368200 2.976100 4.364400
20 C -3.856500 4.672500 3.539700
21 C 3.957900 1.078100 3.143600
22 C -2.299700 3.621300 2.054800
23 C -3.321000 4.541700 2.273400
24 C 1.978500 0.119700 3.099100
25 C 3.894700 -3.694100 -0.711400
26 C 3.668900 -3.741400 0.625000
27 C -1.189200 5.406200 -1.523100
28 C -0.928600 6.686700 -1.976700
29 C -2.816300 2.851800 -0.728600
30 C -5.127800 1.720900 -2.582500
31 C -4.522400 1.537500 1.268100
32 C -4.227500 0.802200 2.406800
33 C -3.387600 3.885100 4.581900
34 C -4.770900 0.890600 -1.528300
35 C -5.574800 2.446100 1.268000
36 C -6.705800 0.069200 -3.324800
37 C -0.923300 6.151500 0.746400
38 C -1.200400 5.138200 -0.160600
39 C -1.821400 2.847200 3.099700
40 C 4.113400 -0.238300 2.865800
41 C 3.581000 -1.951000 -2.474900
42 C -5.387300 -0.344900 -1.373300
43 C -6.355300 -0.756900 -2.268000
44 C -6.095700 1.301900 -3.480000
45 C -4.970400 0.996100 3.557600
46 B 2.654000 -2.310200 2.490300
47 H 3.302700 -2.993000 3.208800
48 H -6.575000 2.079700 4.466700
49 H -5.820200 2.988200 0.364800
50 H -3.808700 4.001200 5.568100
51 H -0.923800 5.936100 1.806100
52 H 3.828100 -4.540300 1.319800
53 H 1.480000 -2.552800 2.515000
54 H 0.161700 -2.915300 0.970600
55 H -1.376000 4.615900 -2.236300
56 H 4.677300 1.863400 3.243300
57 H -3.588000 3.615700 -0.823700
58 H -6.837200 -1.712200 -2.139000
59 H 3.682500 -2.796700 -3.153200
60 H -4.653100 5.380200 3.710300
61 H -7.114100 3.357700 2.429700
62 H -3.690500 5.157800 1.461400
63 H -5.087800 -0.972600 -0.543900
64 H 2.689200 3.207400 4.076000
65 H -1.014600 2.146000 2.932600
66 H -1.182600 -3.098600 0.055200
67 H 1.679700 3.031300 2.626000
68 H -7.454200 -0.250900 -4.031900
69 H -6.376800 1.945100 -4.299500
70 H 2.664500 -1.394100 -2.695400
71 H -0.445900 8.217000 0.998700
72 H 4.279100 -4.431300 -1.386400
73 H -2.339900 2.686200 -1.702000
74 H 0.288900 -3.099200 -0.651000
75 H -4.659100 2.684800 -2.719400
76 H -4.739900 0.427600 4.444100
77 H -0.444000 8.694500 -1.422600
78 H -3.420900 0.080200 2.386700
79 H -1.990100 2.357300 5.163300
80 H -0.943000 6.893800 -3.035400
81 H 4.429400 -1.274000 -2.601900
82 H 1.107200 2.394600 4.186800
83 H 5.007600 -0.792500 2.675900

Atomic forces in eV per Å
5.87 -4.74 0.56
-0.64 -0.23 0.47
-0.11 0.18 -0.21
-1.29 2.95 0.09
-3.06 1.59 -0.87
-3.29 -1.43 -0.46
1.02 2.61 0.23
-0.21 0.35 0.27
-0.25 -0.11 0.52
-0.07 0.11 -0.04
-0.03 -0.53 -0.15
0.06 0.15 -0.38
-0.27 0.33 -0.04
0.02 0.00 0.04
-0.02 0.81 -0.36
-0.08 -0.01 -0.09
-0.03 -0.08 -0.05
0.03 0.02 0.03
0.04 0.03 0.04
-0.07 0.05 -0.11
0.65 -0.35 -0.09
0.36 0.04 -0.42
-0.02 0.07 -0.05
-0.39 0.05 0.04
0.06 -0.47 0.43
0.27 -0.56 -0.43
-0.02 0.00 -0.11
0.00 -0.04 -0.06
0.32 -0.50 0.34
0.10 0.02 0.07
0.25 -0.27 -0.36
0.06 -0.08 -0.12
0.19 0.08 0.05
0.40 0.13 0.42
-0.03 -0.07 -0.07
0.00 -0.01 -0.01
0.02 0.00 0.14
-0.23 -0.58 0.17
0.21 0.05 -0.11
0.40 0.54 0.19
-0.02 0.35 -0.33
0.02 -0.11 0.07
0.01 -0.02 0.04
-0.03 0.10 -0.07
-0.12 -0.03 0.03
-0.38 0.21 -0.21
0.22 -0.35 0.24
-0.06 0.00 0.10
-0.08 0.10 -0.07
-0.07 -0.02 0.12
0.00 0.07 0.07
0.04 -0.13 0.11
-0.12 -0.06 0.16
0.05 0.08 -0.05
-0.03 0.00 -0.12
0.15 0.14 0.02
-0.07 -0.01 0.00
-0.05 -0.13 -0.01
0.00 0.03 0.03
-0.06 0.08 0.04
-0.11 0.05 0.01
-0.02 0.03 0.01
-0.11 -0.15 0.02
0.05 0.01 0.04
0.13 -0.11 0.09
0.03 -0.12 0.00
-0.02 -0.04 0.09
-0.11 -0.03 -0.07
-0.02 0.04 -0.09
0.21 -0.13 0.01
0.05 0.08 0.06
0.08 -0.12 -0.09
-0.10 0.11 0.02
-0.02 0.04 0.10
0.03 0.09 -0.01
0.03 -0.06 0.12
-0.02 0.10 -0.03
0.04 -0.02 0.07
0.03 -0.05 0.13
0.05 0.02 -0.10
-0.10 -0.04 -0.02
0.11 0.04 -0.04
0.20 -0.14 -0.03

Highest occupied orbital energy   -9.11 eV
Energy relative to the best compared isomer or geometry (same formula, charge and spin)   1.839 eV
E_tot   -87987.03276 eV
Gap between HOMO and LUMO   6.5028 eV
F_max   7.6 eV Å⁻¹
Net charge   +1


2.
Density functional theory data (ωB97M-V/def2-TZVPD) for C6H6ClN3O2 in the gas phase.

Cartesian coordinates (Å):
1 Cl -3.803031 -1.552191 1.085861
2 O -3.989487 1.478126 -0.319857
3 O -2.054485 2.313664 -0.052094
4 N -3.080756 -1.065097 -0.465539
5 N -2.158263 0.153899 -0.311113
6 N -2.773800 1.372159 -0.203205
7 C 1.416075 0.046066 -1.171733
8 C 1.194032 0.295539 1.248066
9 C -0.722457 -0.015395 -0.113597
10 C 1.965750 0.276400 0.131072
11 C 0.041568 -0.105098 -1.272442
12 C -0.165524 0.159683 1.112328
13 H 3.034673 0.126764 0.284515
14 H -0.828073 0.360788 1.891745
15 H -0.435386 -0.319315 -2.222365
16 H 1.510576 0.662652 2.119687
17 H -3.848332 -0.780154 -1.089007
18 H 2.048746 0.193696 -2.049129

Atomic forces in eV per Å
0.29 0.54 -0.82
0.41 -1.28 -0.05
1.33 0.86 0.32
2.22 1.96 0.57
-2.53 -3.59 -0.31
-1.04 0.68 -0.13
0.14 0.72 1.30
-1.87 -0.36 -2.55
-1.24 0.23 -1.30
1.01 -1.70 -1.79
0.59 -0.17 -0.25
-0.32 0.35 -0.51
0.02 0.96 -0.34
-0.81 0.13 1.44
-0.02 0.34 0.04
1.76 0.66 3.48
0.24 0.31 0.68
-0.18 -0.61 0.24

Highest occupied orbital energy   -9.87 eV
Energy relative to the best compared isomer or geometry (same formula, charge and spin)   1.689 eV
SMILES string   O=[N+]([O-])N(NCl)c1ccccc1
E_tot   -27400.80760 eV
Gap between HOMO and LUMO   9.8596 eV
F_max   4.4 eV Å⁻¹


3.
Density functional theory data (ωB97M-V/def2-TZVPD) for a molecular structure, C3H4AgO3.

Cartesian coordinates (Å):
1 Ag 4.341841 -0.274203 0.011900
2 O 0.117016 0.593740 -0.352289
3 O 1.753832 -0.954336 -0.224273
4 O 2.223231 1.200974 -0.093731
5 C -2.201567 0.254144 -0.078733
6 C -0.870048 -0.253252 0.213687
7 C 1.410667 0.252604 -0.220109
8 H -2.361892 1.312464 -0.285880
9 H -3.014905 -0.457202 -0.218456
10 H -0.725533 -1.286069 -0.151408
11 H -0.672646 -0.388869 1.399292

Atomic forces in eV per Å
-2.02 0.44 -0.15
-0.46 0.71 0.23
0.18 -0.35 0.07
0.70 0.19 -0.18
-0.57 0.20 -0.32
1.02 -1.49 1.91
1.39 -0.55 0.39
0.06 -0.38 0.13
0.18 0.32 0.15
-0.13 0.34 -0.01
-0.36 0.58 -2.21

Highest occupied orbital energy (alpha / beta)   -7.89 / -8.95 eV
Energy relative to the best compared isomer or geometry (same formula, charge and spin)   0.455 eV
Expectation value of S²   0.7539
E_tot   -13314.18740 eV
Multiplicity   2
Gap between HOMO and LUMO (alpha / beta)   5.8530 / 6.9104 eV
F_max   2.6 eV Å⁻¹


4.
Density functional theory data (ωB97M-V/def2-TZVPD) for 3 unconnected molecules or ions with the total composition C19H48N11O3P2.

Cartesian coordinates (Å):
1 P -8.673912 1.646524 -1.386944
2 P 7.057129 -1.561223 -0.604677
3 O -4.013350 -0.152807 1.503227
4 O -8.732125 0.497144 -2.414878
5 O 6.508871 -0.149938 -0.293660
6 N -2.558958 1.764831 2.560633
7 N 1.299187 1.589582 1.490939
8 N 7.627453 -1.058044 -2.167701
9 N -10.272180 1.286789 -0.805403
10 N 7.670895 -3.193604 -0.953064
11 N -0.936287 0.490296 0.938362
12 N -7.539437 0.786076 -0.405426
13 N 8.350014 -1.354820 0.523570
14 N 1.027118 -0.398754 -0.271315
15 N -8.608230 2.997326 -0.231855
16 N 3.632255 0.687674 1.875920
17 C 0.528625 0.591803 0.721918
18 C 9.005588 -1.139700 -2.623112
19 C -10.610195 0.963903 0.570782
20 C 7.051210 0.173182 -2.732097
21 C -7.355734 3.785047 -0.294269
22 C -3.424189 0.781875 2.199257
23 C -9.668506 4.005513 -0.514041
24 C 7.415772 -4.177800 0.124218
25 C 7.932714 -1.379508 1.931339
26 C 1.793496 -1.536828 0.356998
27 C 0.207486 2.228716 2.326605
28 C -6.193839 0.687606 -0.984037
29 C -1.206480 1.516493 1.982854
30 C -11.138071 0.471629 -1.672962
31 C 6.989849 -3.789224 -2.137138
32 C 9.723129 -1.825990 0.407876
33 C 1.421673 -1.847971 1.906598
34 C 2.779196 1.861228 1.462197
35 C -7.455170 0.755510 1.047524
36 H -6.240802 0.319220 -2.013694
37 H 2.918352 -1.263774 0.300501
38 H 7.370785 -4.796021 -2.339823
39 H -6.729474 0.000603 1.382646
40 H -7.141774 1.703822 1.494284
41 H 4.442343 0.675616 1.204096
42 H 7.160041 -3.227979 -3.056760
43 H 9.450575 -2.120466 -2.438552
44 H 7.237495 0.250137 -3.806965
45 H -9.616171 4.835619 0.198852
46 H 9.062429 -1.013294 -3.710971
47 H -10.178665 1.669549 1.285018
48 H 0.365152 3.075241 3.102112
49 H 0.296762 -1.762020 2.169895
50 H -9.566873 4.405761 -1.529211
51 H 2.061357 -1.248462 2.683006
52 H 1.706368 -2.976110 2.091626
53 H 7.598991 -2.373650 2.243728
54 H -5.686381 1.657156 -1.011175
55 H 4.076826 0.836699 2.807008
56 H 8.037855 -4.008346 1.002051
57 H 6.366752 -4.163878 0.436552
58 H 1.542504 -2.493973 -0.271252
59 H 9.826130 -2.912991 0.469172
60 H -1.552735 -0.174733 0.431954
61 H -11.692439 1.038334 0.731803
62 H -12.188399 0.543166 -1.376640
63 H 10.349452 -1.410079 1.209865
64 H 5.907238 -3.847634 -1.976805
65 H 7.098352 -0.691267 2.100306
66 H 3.054240 2.071469 0.338246
67 H -10.313505 -0.057147 0.830476
68 H 3.042956 2.776290 2.151910
69 H 9.626252 -0.358605 -2.173339
70 H -7.428542 4.691536 0.317777
71 H -6.501416 3.246134 0.113576
72 H 0.235735 -0.756395 -0.864657
73 H 10.209843 -1.490949 -0.500712
74 H -7.120129 4.078413 -1.322226
75 H 7.667952 -5.193600 -0.201290
76 H -8.382400 0.450080 1.518405
77 H -5.556139 -0.013256 -0.438970
78 H 7.476930 1.064256 -2.251675
79 H 5.964167 0.191216 -2.616151
80 H -10.848876 -0.587128 -1.636103
81 H -11.096937 0.815957 -2.709707
82 H 8.730938 -1.062179 2.607569
83 H -10.678112 3.605124 -0.413995

Atomic forces in eV per Å
-2.87 -6.69 5.46
7.95 4.62 -2.07
3.91 7.14 5.96
1.46 3.76 -2.46
-4.02 -2.53 1.10
-1.96 -4.98 -2.38
-7.13 -2.41 -0.37
-0.59 0.25 -0.67
-0.77 0.12 -0.32
-3.94 -0.92 -0.17
5.12 4.21 2.74
1.86 -0.34 0.50
0.45 -0.17 1.67
-1.14 1.64 2.17
-0.08 2.17 -3.14
0.43 1.48 -0.56
-0.45 -1.47 -1.26
0.17 -0.87 -0.34
-0.09 0.82 0.41
-0.38 -0.07 0.33
0.65 -0.08 0.34
1.34 -2.24 -4.67
-0.76 0.30 0.24
0.45 -0.23 0.69
-0.46 0.46 -0.09
0.70 -0.99 0.77
-3.41 -2.62 -1.32
-0.32 -0.32 -0.64
3.60 0.83 0.02
0.32 0.12 -0.44
0.12 -0.20 -0.87
0.25 -0.31 -0.09
0.58 -1.16 0.44
2.28 0.31 -0.56
-0.02 0.15 0.20
-0.16 0.10 0.08
-1.95 -0.75 0.02
-0.02 0.10 0.36
-0.04 0.09 -0.43
0.01 0.19 0.17
-0.96 -0.28 0.74
0.03 0.19 0.38
-0.07 0.16 0.23
0.24 -0.30 0.08
0.34 -0.14 -0.09
-0.19 0.11 0.11
0.20 -0.15 -0.14
-0.20 -1.82 -1.69
1.83 -0.04 -0.61
-0.02 0.18 0.16
-1.32 -0.88 -1.76
-0.59 2.18 -0.35
0.08 -0.10 0.27
0.31 0.08 0.07
-0.78 -0.04 -0.92
-0.04 0.30 -0.08
0.07 -0.24 -0.02
0.67 1.96 1.08
0.09 -0.15 -0.03
0.64 0.77 0.70
0.07 -0.06 -0.22
0.16 0.18 0.32
-0.46 0.03 0.01
0.09 -0.23 -0.07
0.04 -0.05 -0.15
-0.75 -0.12 2.29
0.03 -0.07 0.04
-1.24 -1.57 -1.58
0.04 0.02 0.04
-0.27 -0.18 -0.18
-0.13 -0.27 -0.13
1.07 0.75 1.03
-0.22 -0.09 -0.15
0.05 0.20 0.14
-0.12 0.31 -0.20
-0.15 0.21 -0.14
-0.28 0.05 0.11
-0.13 0.00 -0.03
0.26 0.07 0.13
-0.04 0.06 -0.12
0.15 -0.20 0.22
0.06 -0.06 -0.26
0.33 -0.26 -0.09

Highest occupied orbital energy   -9.66 eV
E_tot   -61574.73835 eV
Gap between HOMO and LUMO   5.3686 eV
F_max   10.1 eV Å⁻¹
Net charge   +1